A 4-piece molecular cluster, C24H56BN5O3P2 overall at a distorted geometry. Source: the Open Molecules 2025 dataset; level of theory: ωB97M-V with the def2-TZVPD basis set.

Last column: Löwdin charge in e.
Positions of all 91 atoms, in Å:
P -2.531015 1.407561 2.741307  0.84
P -0.240018 3.771876 3.011091  0.49
O -3.959184 1.261753 1.893892  -0.32
O -0.064009 5.395546 2.790622  -0.17
O 0.660099 2.921334 1.920722  -0.20
N -1.049617 -2.071020 -3.080223  -0.20
N -1.394004 0.579665 1.755719  -0.18
N 0.259611 3.409014 4.436878  -0.17
N 4.520175 4.493173 0.605375  -0.20
N -1.293224 -7.880900 -0.088666  -0.20
C 4.844309 5.720277 1.316421  -0.25
C 4.525620 4.583886 -0.846508  -0.26
C 1.077749 -3.341731 -3.164532  -0.08
C -1.952308 -6.616004 -2.211051  -0.08
C 6.320384 6.114076 1.435169  -0.08
C 0.126024 -2.387379 -3.869870  -0.27
C -1.133530 -7.713153 -1.522655  -0.25
C -0.567291 -6.932472 0.739810  -0.25
C -0.796975 -1.521588 -1.760009  -0.25
C -2.102140 -1.421313 -3.843758  -0.25
C -5.476762 5.841649 2.492760  -0.10
C -4.303507 4.083974 3.530860  -0.09
C -4.464096 6.011629 1.591325  -0.08
C 5.147160 3.282844 1.110409  -0.27
C 4.858896 3.032278 2.582505  -0.08
C -1.811263 -0.038237 -4.436415  -0.09
C 5.880187 4.679376 -1.555646  -0.09
C -2.644422 -8.136218 0.373404  -0.28
C -5.425941 4.877188 3.477821  -0.07
C -3.260735 4.239140 2.621469  -0.24
C -3.339857 5.217343 1.647505  -0.06
C 0.044502 -0.244078 -1.658109  -0.08
C -1.089666 -5.492710 0.811550  -0.09
C -3.285191 -9.349487 -0.285733  -0.09
B -2.058665 3.247476 2.767181  -0.42
H -0.199640 -2.870473 -4.795062  0.12
H 1.033179 2.755498 4.332460  -0.02
H -4.547677 6.776592 0.824446  0.11
H 3.784680 3.046333 2.776935  0.07
H -2.598107 0.227016 -5.146385  0.07
H 5.237227 2.052357 2.876618  0.08
H -1.547038 -5.623776 -2.015408  0.04
H -6.351205 6.488169 2.461392  0.11
H -2.649277 -10.230156 -0.182407  0.08
H 4.290851 6.547416 0.863743  0.11
H 0.553690 -4.241401 -2.835731  0.07
H -3.001151 -6.627307 -1.910619  0.07
H -1.924890 -6.763246 -3.293193  0.07
H -1.754532 -1.358188 -1.256854  0.11
H -1.800536 0.737710 -3.671852  0.05
H 3.907071 5.433539 -1.150760  0.11
H -4.700305 1.663501 2.363480  0.04
H -1.698116 -0.385346 1.634094  0.03
H -3.304103 -7.265953 0.233497  0.10
H -1.508525 0.989679 0.826690  0.03
H 4.003772 3.702555 -1.235246  0.11
H -6.236122 4.741984 4.186524  0.11
H 5.335722 3.770276 3.229024  0.07
H 6.336468 5.660224 -1.429803  0.06
H -4.243616 3.299852 4.285336  0.11
H 0.356061 -0.093669 -0.621213  0.06
H 6.713418 6.514866 0.501863  0.05
H 6.236383 3.280357 0.954835  0.10
H 0.479006 -6.912984 0.421670  0.11
H 1.219991 3.517211 1.398245  0.06
H -2.374352 -2.090076 -4.667051  0.11
H 6.429079 6.897351 2.188206  0.07
H -2.517687 5.337669 0.947343  0.11
H 1.872298 -3.648002 -3.846612  0.07
H 0.145180 5.517785 1.849657  0.06
H 0.950666 -0.291413 -2.263762  0.07
H -2.609660 -8.327180 1.449460  0.12
H -2.159661 -5.451272 1.018919  0.07
H 5.741391 4.529310 -2.628880  0.07
H 0.682953 -1.486358 -4.170144  0.10
H 6.581325 3.919013 -1.210321  0.07
H -3.480326 -9.184732 -1.346504  0.06
H -0.581575 -4.960457 1.619572  0.07
H -0.543587 -7.333450 1.758657  0.11
H 6.949349 5.278157 1.744590  0.07
H -0.864524 -0.011250 -4.977285  0.07
H 1.553442 -2.880879 -2.297310  0.07
H -4.241605 -9.567800 0.191850  0.07
H 4.435016 5.642886 2.327625  0.10
H -0.888933 -4.940710 -0.106588  0.04
H -1.374124 -8.665346 -2.004774  0.10
H -0.521044 0.640300 -1.951649  0.05
H -0.074167 -7.559559 -1.745020  0.11
H -3.001487 -1.358519 -3.224514  0.11
H -0.305884 -2.294281 -1.160406  0.10
H 4.753942 2.431409 0.548007  0.12

Cartesian forces (eV/Å) of the 6 atoms listed first:
P 0.201 -0.252 0.770
P 1.042 -0.590 1.550
O 0.279 0.130 -0.253
O 0.150 -1.231 -1.241
O -0.492 1.486 -0.478
N -0.307 -0.005 -0.036

Its strongest force on any atom is 1.96 eV/Å. The HOMO energy comes out at -8.07 eV. The molecular weight comes out at 535.50 u. As for the SMILES: N=P(O)(O)B(c1ccccc1)P(N)O.CCN(CC)CC.CCN(CC)CC.CCN(CC)CC. Its LUMO energy is -0.7 eV. As for the charge: 0. For the total energy, the calculation gives -58643.4491 eV.